*1*
19
Properties=species:S:1:pos:R:3 method="wB97M-V/def2-TZVPD" total_charge=0 smiles="C[C@]12C[C@@H]1CC=CC2=O" spin_multiplicity=1 homo_ev=-9.45
C -0.53245 -1.30514 -1.05069
C 0.04505 0.09456 -0.86480
C 1.54427 0.30941 -1.31255
C 1.10269 0.33738 0.20132
C 0.62397 -0.46525 1.45768
C -0.76393 0.10205 1.69836
C -1.39740 0.89519 0.79476
C -0.88209 1.14395 -0.60485
O -1.19166 2.16824 -1.21211
H -1.39101 -1.46004 -0.40894
H 0.27649 -2.15499 -0.90094
H -0.85590 -1.17548 -2.07556
H 2.06160 -0.58625 -1.83247
H 1.74226 1.34549 -1.71923
H 1.17063 1.37545 0.50107
H 0.62214 -1.54979 1.17687
H 1.33279 -0.40521 2.34835
H -1.19132 0.06275 2.69681
H -2.31612 1.26768 1.10694



*2*
19
Properties=species:S:1:pos:R:3 method="wB97M-V/def2-TZVPD" total_charge=0 smiles="CC1=C=CC(=O)C[C@H]1C" spin_multiplicity=1 homo_ev=-8.75
C -0.84907 1.60729 1.31745
C -0.40831 0.90697 0.02332
C -0.74361 1.08593 -1.22220
C -1.22245 0.32853 -2.18212
C -1.71347 -0.93291 -1.52211
O -2.55420 -1.64249 -1.97147
C -0.77955 -1.40009 -0.45214
C 0.26442 -0.41973 0.12431
C 1.65797 -0.62533 -0.48458
H 0.02352 1.84366 1.81234
H -1.28852 0.71270 1.92497
H -1.46142 2.44616 1.03018
H -1.06164 0.34301 -3.31227
H -1.45655 -1.84316 0.38388
H -0.24654 -2.27322 -0.89224
H 0.38998 -0.59846 1.22102
H 1.64047 -0.36554 -1.53189
H 1.90255 -1.58109 -0.35916
H 2.31467 0.02383 -0.01497



Stability summary - winner: *1*; margin: 0.0052 hartree.